[1]
This record from OMol25 describes 8 unconnected molecules or ions with the total composition C24H64O8 in a non-equilibrium geometry. The level of theory is the ωB97M-V functional and the def2-TZVPD basis.

Element x y z (Å)
O  10.4036  7.9526  15.3408
O  11.5295  12.5349  18.8025
O  11.4056  3.0263  19.9157
O  8.0542  10.7384  22.3064
O  9.7238  10.7658  20.2475
O  12.9433  9.3025  15.9788
O  5.2453  6.2698  22.0262
O  4.0460  5.9867  16.2331
C  8.8476  9.7130  15.0752
C  8.0558  11.6234  23.4197
C  12.9111  8.8983  18.2557
C  11.7136  3.9325  21.0185
C  6.1291  4.8810  20.4541
C  10.4179  4.6745  21.3256
C  6.7901  4.6728  22.8834
C  13.3093  12.3135  20.2685
C  8.0139  10.9053  24.7605
C  12.2931  3.0541  22.1635
C  9.0777  10.1164  19.2085
C  8.6094  8.7534  19.5947
C  9.6913  8.6477  14.3191
C  15.0001  9.7088  17.0617
C  6.4191  5.6116  21.7349
C  13.7704  8.8053  17.0301
C  12.2839  13.2994  19.7015
C  2.3422  6.1544  17.8529
C  9.2435  12.5983  23.2137
C  4.4291  7.4583  18.1546
C  8.0352  11.1551  18.7445
C  10.6905  9.3172  13.3841
C  12.8111  14.5433  18.9820
C  3.8026  6.1812  17.6044
H  8.5325  12.0363  18.3390
H  7.0401  4.4667  20.0222
H  11.0141  2.2598  20.3409
H  15.6764  9.3210  17.8234
H  4.9383  5.6326  16.2198
H  9.6404  3.9165  21.4204
H  8.1370  9.3497  15.8177
H  13.3634  15.2081  19.6461
H  13.9566  7.7403  16.8914
H  4.0498  8.3795  17.7122
H  13.4874  8.7080  19.1611
H  7.4064  10.7424  17.9557
H  10.2306  5.4565  20.5897
H  7.5596  3.9890  22.5250
H  13.8138  11.8673  19.4114
H  7.3035  5.2378  23.6614
H  9.1457  13.1654  22.2880
H  7.1604  12.2397  23.3387
H  8.9760  10.4539  25.0029
H  5.9746  4.0599  23.2674
H  12.0822  8.2066  18.1055
H  11.2886  8.5539  12.8864
H  9.1946  10.9026  21.0367
H  4.6484  5.6033  22.3744
H  5.5088  7.4424  18.0061
H  14.0133  12.8252  20.9247
H  12.4875  4.6859  20.8720
H  10.1477  12.0115  23.0517
H  14.7247  10.7461  17.2525
H  11.7215  13.6953  20.5471
H  2.1185  6.2412  18.9161
H  10.9521  12.0390  19.3875
H  1.7116  6.8292  17.2740
H  11.3823  9.9883  13.8932
H  12.7868  11.5306  20.8183
H  7.9596  8.7028  20.4683
H  12.7752  3.6404  22.9458
H  7.7871  11.6358  25.5370
H  12.4370  9.8764  18.3374
H  8.2103  10.2697  14.3882
H  15.5483  9.7813  16.1224
H  13.5168  14.2472  18.2059
H  8.1242  8.2778  18.7423
H  9.3866  13.1938  24.1153
H  7.2472  10.1362  24.8543
H  12.9265  10.2612  16.0251
H  7.1741  6.3634  21.5048
H  4.3278  7.4605  19.2399
H  11.5670  2.4094  22.6588
H  9.7033  9.9879  18.3252
H  1.8680  5.2069  17.5966
H  10.2451  9.9964  12.6571
H  7.2764  11.5060  19.4438
H  8.9936  7.9731  13.8230
H  9.4539  8.1259  19.8795
H  13.0683  2.4100  21.7484
H  4.3039  5.3835  18.1525
H  7.3084  10.1400  22.3922
H  10.5581  5.1747  22.2839
H  5.4921  4.0118  20.6176
H  5.7256  5.5804  19.7220
H  11.9857  15.0972  18.5347
H  11.1691  8.5247  15.4328
H  9.4208  10.4961  15.5717

Cartesian forces, eV/Å:
-0.1 -0.4 -0.7
-0.8 0.5 -0.3
1.0 1.1 0.1
0.1 -0.2 0.3
3.1 0.4 0.2
-0.4 -0.8 -1.3
-1.5 1.6 1.1
0.3 -0.1 -0.4
-0.7 0.5 -0.8
-0.1 1.0 -0.2
-0.2 0.1 0.6
-0.6 -1.3 0.8
1.1 -0.8 -0.8
0.9 -0.1 0.8
1.6 0.3 -0.5
0.2 0.9 -0.2
0.5 0.3 0.2
-0.1 0.4 -0.1
-1.8 1.5 -0.3
-0.3 -0.9 0.1
-0.6 1.6 1.7
0.4 -0.7 0.2
0.0 -1.3 -0.5
-0.3 1.6 -0.1
1.1 0.3 0.3
-1.8 -1.0 0.4
-0.1 -1.3 0.2
0.5 -0.1 0.1
-1.0 -0.7 -1.0
-0.1 0.0 -0.5
0.5 -0.6 0.0
0.4 0.7 0.5
0.2 -0.1 0.1
0.2 0.0 -0.1
0.0 -0.1 0.0
0.2 0.4 0.1
0.1 0.0 -0.6
-0.3 0.4 -0.1
0.3 -0.6 0.0
-0.1 0.0 0.2
0.4 0.2 -0.7
-0.2 -0.1 0.0
-0.2 -0.2 0.2
0.1 -0.1 -0.5
-0.3 -0.4 -0.2
0.0 -0.2 0.0
0.3 -0.1 0.2
-0.4 0.0 0.4
-0.4 0.3 0.3
-0.3 0.1 0.1
0.1 -0.1 -0.1
-0.2 0.3 0.0
0.1 -0.3 0.4
0.0 0.1 -0.2
-0.7 -0.4 0.0
-0.3 0.1 0.0
0.2 0.0 -0.3
0.2 -0.2 0.1
0.1 -0.3 -1.3
0.2 -0.2 0.3
-0.2 0.0 0.5
-0.7 -0.2 0.1
0.1 0.4 0.0
-0.7 -0.8 -0.1
0.5 0.7 0.1
0.0 -0.2 0.6
0.0 0.0 0.0
-0.3 0.4 -0.1
-0.1 0.2 0.0
0.1 0.1 0.1
0.3 0.3 0.1
-0.1 0.1 -0.4
-0.1 -0.6 -0.2
-0.1 0.0 -0.3
-0.1 -0.1 0.0
-0.1 0.3 -0.3
-0.1 0.0 -0.4
0.0 0.1 0.2
0.2 0.0 0.5
-0.3 0.2 0.1
-0.3 0.0 -0.1
0.7 0.1 0.3
0.4 -0.5 -0.2
-0.4 -0.4 -0.3
0.4 -0.2 0.7
0.3 -0.2 -0.2
0.3 0.1 -0.2
0.0 0.0 -0.1
-0.3 -0.4 0.2
-0.1 -0.1 -0.1
-0.3 0.1 0.2
-0.4 0.2 0.0
-0.2 -0.2 0.1
0.0 -0.1 0.0
0.8 -0.2 0.7
0.5 -0.2 0.0

Calculated values
- SMILES: CC(C)O.CC(C)O.CC(C)O.CC(C)O.CC(C)O.CC(C)O.CC(C)O.CC(C)O
- Kohn-Sham gap: 9.8 eV
- Molecular weight: 480.77 g/mol
- E_HOMO: -9.41 eV
- Multiplicity: 1



[2]
This record from OMol25 describes C5H11N in the gas phase. The level of theory is the ωB97M-V functional and the def2-TZVPD basis.

Element x y z (Å)
N  1.3637  0.9942  2.1935
C  1.4878  0.4733  0.8321
C  0.2016  0.7200  0.0855
C  -1.8330  0.3770  -1.2591
C  -0.2908  -1.5869  -0.8427
C  -0.5634  -0.1153  -0.6162
H  -0.1639  -1.7539  -1.9249
H  0.6641  0.4630  2.7088
H  1.7803  -0.5858  0.7890
H  -1.8056  0.2149  -2.3432
H  2.3016  1.0273  0.3328
H  0.6112  -1.9503  -0.3172
H  2.2357  0.9005  2.7058
H  -0.1159  1.7596  0.1531
H  -2.6965  -0.1844  -0.8927
H  -2.0245  1.4324  -1.0697
H  -1.1526  -2.1857  -0.5350

Cartesian forces, eV/Å:
0.0 -0.1 0.3
0.1 -0.2 -0.4
0.2 0.2 0.0
-0.1 -0.1 -0.2
0.4 0.2 0.0
0.0 -0.2 0.2
0.0 -0.1 0.3
0.1 0.1 -0.1
-0.1 0.1 0.0
0.0 0.1 0.1
-0.3 -0.1 0.2
-0.5 0.2 -0.3
-0.1 0.0 -0.1
-0.1 -0.1 0.0
0.0 -0.1 0.0
0.1 0.0 0.0
0.1 0.0 0.0

Calculated values
- SMILES: CC(C)=CCN
- Kohn-Sham gap: 10.0 eV
- Molecular weight: 85.15 g/mol
- E_HOMO: -8.94 eV
- Multiplicity: 1



[3]
This record from OMol25 describes 2 unconnected molecules or ions with the total composition C4H8NO2. The level of theory is the ωB97M-V functional and the def2-TZVPD basis.

Element x y z (Å)
O  -2.7428  -1.1320  -0.4707
O  -1.1812  -2.0293  -1.7825
N  0.9539  0.9912  1.3298
C  -1.6010  -1.3075  -0.7397
C  1.8824  1.1465  0.2515
C  0.9513  1.6898  2.3994
C  1.5803  0.8189  -0.9904
H  0.6806  0.2856  -1.2652
H  1.7445  2.4219  2.5156
H  2.2761  1.0847  -1.7729
H  -0.7947  -0.8530  -0.1300
H  0.1982  0.3204  1.2014
H  2.7796  1.6758  0.5373
H  0.1723  1.5099  3.1253
H  -0.2434  -2.2477  -1.7004

Cartesian forces, eV/Å:
0.1 0.1 -0.1
0.1 -0.1 0.1
-0.2 0.0 0.0
-0.5 -0.1 0.2
-0.1 0.5 0.1
0.3 -0.3 -0.4
0.1 -0.2 0.1
-0.1 0.2 0.0
-0.2 0.0 0.2
0.0 -0.2 -0.1
0.2 -0.2 -0.1
0.0 0.0 0.0
0.0 0.0 0.0
0.0 0.1 0.2
0.0 0.0 -0.1

Calculated values
- Kohn-Sham gap: 8.4 eV
- Molecular weight: 102.11 g/mol
- Charge: +1
- E_HOMO: -14.27 eV
- Multiplicity: 1



[4]
This record from OMol25 describes 2 unconnected molecules or ions with the total composition C6H12N3O in a non-equilibrium geometry. The level of theory is the ωB97M-V functional and the def2-TZVPD basis.

Element x y z (Å)
O  -3.2690  0.4134  -0.2746
N  0.2540  0.4058  0.2639
N  -3.0501  -0.8814  -0.0532
N  3.2625  0.4964  -0.2973
C  1.1845  -0.4489  0.0072
C  -1.7155  -1.0889  0.2144
C  -2.0571  1.1451  -0.2279
C  1.2886  -1.9613  -0.0545
C  -1.0745  0.1138  0.1295
C  0.7286  1.8335  0.2800
H  0.1348  2.4626  1.0502
H  -1.9555  1.7377  -1.2002
H  3.4314  -0.0630  -1.0745
H  1.7840  1.8420  0.4166
H  -1.2289  -2.0680  0.1255
H  2.3376  -2.4470  -0.2399
H  0.4570  -2.3720  -0.6543
H  -3.8262  -1.2907  0.4419
H  3.8417  0.0430  0.3681
H  0.4558  2.2380  -0.6877
H  -2.1813  1.9834  0.4597
H  1.1974  -2.0934  1.0072

Cartesian forces, eV/Å:
-1.2 2.7 -0.3
3.3 -0.5 -1.3
1.6 -2.9 0.0
-3.9 0.5 1.3
4.3 0.3 -0.5
0.0 0.4 -0.9
-0.9 2.3 -0.8
1.1 1.0 -0.2
-1.5 -1.0 0.4
-2.6 1.4 1.1
1.1 -1.4 -1.0
0.4 -1.3 0.6
0.1 -1.2 -2.4
0.4 0.0 0.2
-0.9 0.4 0.9
-2.1 1.5 -0.3
0.6 -0.2 0.3
0.2 -0.3 0.2
0.4 -0.7 1.6
0.2 0.1 -0.2
0.1 -0.1 0.6
-0.7 -1.0 0.9

Calculated values
- Kohn-Sham gap (alpha / beta): 6.6 / 6.6 eV
- Molecular weight: 142.18 g/mol
- Charge: +1
- E_HOMO (alpha / beta): -11.61 / -11.61 eV
- Multiplicity: 1



[5]
This record from OMol25 describes C17H23NO4S in the gas phase. The level of theory is the ωB97M-V functional and the def2-TZVPD basis.

Element x y z (Å)
S  4.9364  -1.5472  1.4496
O  -4.1770  -0.2409  -1.3688
O  1.1009  0.4164  4.1051
O  -1.3798  0.2582  0.7477
O  -1.6868  -0.7356  2.7420
N  -2.0004  0.2337  -1.7693
C  -2.7901  0.3056  0.5118
C  1.0731  -0.9913  0.6869
C  0.5274  -0.4550  1.8626
C  -3.0688  0.0568  -0.9784
C  1.3902  -0.1931  2.9357
C  -2.0051  0.0076  -3.1979
C  3.2519  -1.0898  1.6646
C  -1.5096  1.2593  -3.9533
C  5.6865  -1.2355  3.0722
C  -3.3595  1.6616  0.9222
C  -1.0162  -1.1074  -3.5726
C  0.2850  -0.3656  -3.8624
C  2.4021  -1.3073  0.5756
C  -0.9487  -0.3218  1.8828
C  -0.1379  1.0504  4.3254
C  2.7455  -0.5268  2.8171
C  -0.1954  0.8590  -4.6380
H  -2.2474  1.6029  -4.6755
H  -1.3441  2.0677  -3.2403
H  -0.9365  0.3280  4.5100
H  -1.1199  0.4719  -1.3380
H  0.4083  -1.1928  -0.1394
H  -3.0350  -0.2536  -3.4503
H  -0.3850  0.5792  -5.6748
H  0.5333  1.6680  -4.6336
H  -3.2569  1.8015  1.9961
H  0.9929  -0.9673  -4.4298
H  0.0090  1.6711  5.2091
H  -1.3616  -1.6137  -4.4740
H  -2.8316  2.4601  0.4045
H  -4.4117  1.6972  0.6556
H  3.3644  -0.3094  3.6714
H  -0.4156  1.6832  3.4765
H  6.7168  -1.5668  2.9865
H  -0.9247  -1.8467  -2.7779
H  0.7657  -0.0605  -2.9307
H  -3.2748  -0.4872  1.0947
H  5.1728  -1.8162  3.8322
H  2.7991  -1.7342  -0.3315
H  5.6585  -0.1737  3.2983

Cartesian forces, eV/Å:
0.2 0.0 0.1
-0.4 0.0 0.0
0.2 -0.3 -0.1
0.0 0.2 -0.2
0.0 0.1 -0.2
0.5 0.1 -0.1
-0.8 -0.1 0.1
0.2 0.0 0.1
0.1 0.1 0.2
0.4 0.0 0.5
0.0 0.0 -0.2
-0.3 -0.1 -0.1
0.1 0.1 0.2
0.0 0.0 -0.1
-0.4 0.0 -0.4
0.2 -0.3 0.0
0.0 0.0 0.1
-0.1 -0.1 -0.2
0.0 0.0 0.0
-0.1 -0.2 0.3
-0.4 0.2 0.3
-0.1 0.0 0.0
0.1 0.1 0.0
0.0 0.1 0.0
-0.1 0.0 0.0
0.2 0.1 0.0
-0.1 0.0 0.1
-0.1 0.0 -0.1
0.2 0.0 0.0
0.0 0.0 -0.1
0.0 0.0 -0.1
0.0 0.0 0.1
0.1 0.0 0.1
0.0 0.0 -0.1
0.0 0.0 -0.1
0.0 0.1 0.0
-0.1 0.0 0.0
0.1 0.0 0.1
0.0 0.0 0.0
0.0 0.0 0.0
-0.1 -0.1 0.0
0.1 0.0 0.1
0.1 0.1 -0.3
0.0 0.0 0.1
0.0 -0.1 -0.1
0.1 0.0 0.1

Calculated values
- SMILES: COc1cc(SC)ccc1C(=O)O[C@@H](C)C(=O)NC1CCCC1
- Kohn-Sham gap: 9.0 eV
- Molecular weight: 337.44 g/mol
- E_HOMO: -8.38 eV
- Multiplicity: 1